# 1
Below is a cluster of 2 separate species, C8H16N in total at a distorted geometry, with properties calculated with ωB97M-V with the def2-TZVPD basis set.

Computed properties:
Lowest unoccupied orbital energy: -5.86 eV
Gap between HOMO and LUMO: 7.371 eV

Structure (ORCA input):
```
! wB97M-V def2-TZVPD RIJCOSX def2/J DEFGRID3
* xyz 1 1
C 0.90952 1.78259 -1.89504
C 1.31410 1.47093 -0.71416
C -0.66899 -1.52321 1.06239
C -0.64128 -0.22519 0.28616
C -1.56152 -0.16277 -0.87597
C 0.25108 0.88560 2.35148
C 0.64641 -2.01102 -0.94192
C -0.43606 1.02769 1.04449
N 0.44265 -1.17926 0.17336
H 1.70584 1.93674 -2.64459
H -0.01189 2.04936 -2.18522
H 2.26421 1.07350 -0.59294
H -0.45444 -1.36396 2.11944
H -1.32039 -2.38661 0.87796
H -1.84066 -1.16589 -1.27560
H -1.17488 0.46024 -1.76654
H -2.50489 0.11231 -0.51752
H 0.69327 1.76011 2.76126
H 1.12064 0.25169 2.25523
H -0.56730 0.41168 3.03507
H 0.41207 -3.02220 -0.75706
H 0.24880 -1.78771 -1.88271
H 1.80031 -1.93051 -0.91736
H 0.55660 1.61838 0.13123
H -1.18321 1.91753 0.86857
*
```


# 2
Below is a cluster of 2 separate species, C8H16N2 in total at a distorted geometry, with properties calculated with ωB97M-V with the def2-TZVPD basis set.

Computed properties:
Lowest unoccupied orbital energy (spin up / spin down): 3.32 / 3.63 eV
Gap between HOMO and LUMO (spin up / spin down): 1.600 / 9.055 eV
⟨S²⟩: 0.751

Structure (ORCA input):
```
! wB97M-V def2-TZVPD RIJCOSX def2/J DEFGRID3
* xyz -1 2
C -1.25379 -0.46944 -1.43118
C -2.57816 -1.17250 -1.73142
C -0.71344 0.40023 -2.56830
H -1.28488 0.08091 -0.50016
H -0.51660 -1.26428 -1.26261
H -2.56285 -1.65288 -2.72428
H -0.09008 1.18089 -2.14143
H -3.38734 -0.45517 -1.83223
H -2.78620 -1.93944 -0.99410
H -0.06447 -0.14761 -3.24427
H -1.52925 0.84207 -3.14205
C -0.16569 0.45990 2.04174
C 0.10030 -0.28881 3.34169
C 1.01446 0.44415 1.10731
C 1.78520 1.48328 0.64175
C 2.56137 -0.45983 -0.08517
N 1.50196 -0.74529 0.66037
N 2.79814 0.90255 -0.09649
H -1.04610 0.10230 1.51617
H -0.38218 1.52660 2.22251
H 0.59040 0.33155 4.09010
H 1.63278 2.53883 0.75763
H 3.02927 -1.24895 -0.66703
H 3.33132 1.38580 -0.82219
H 0.82018 -1.07283 3.11543
H -0.80433 -0.76201 3.74821
*
```


# 3
Below is an isolated molecule of C8H16N2 at a distorted geometry, with properties calculated with ωB97M-V with the def2-TZVPD basis set.

Computed properties:
Lowest unoccupied orbital energy: 0.94 eV
Gap between HOMO and LUMO: 9.961 eV

Structure (ORCA input):
```
! wB97M-V def2-TZVPD RIJCOSX def2/J DEFGRID3
* xyz 0 1
C 5.12433 -0.27667 -0.85675
C 4.01492 -0.47026 -0.18525
C 3.11318 -0.65222 0.75438
C 2.02867 0.39972 0.66994
N 0.86330 -0.04465 -0.04745
C -0.11920 1.01093 0.17561
C -1.49520 0.63689 -0.35282
C -2.15551 -0.56749 0.40137
C -3.49346 -1.06829 -0.26275
N -4.41004 -0.01223 -0.33424
H 6.03291 0.15577 -0.37029
H 5.17616 -0.60371 -1.95102
H 2.96512 -1.56298 1.39156
H 1.59726 0.33671 1.74396
H 2.51410 1.40592 0.36308
H 1.13409 -0.19168 -1.08243
H -0.12640 1.35212 1.18972
H 0.02902 1.96667 -0.51666
H -1.24811 0.34852 -1.41980
H -2.11750 1.49039 -0.28022
H -2.26197 -0.29411 1.53481
H -1.35408 -1.30647 0.48478
H -3.15274 -1.34471 -1.22605
H -4.06612 -1.86408 0.33141
H -3.97388 0.88386 -0.77339
H -4.61886 0.27205 0.61852
*
```


# 4
Below is a cluster of 2 separate species, C8H16N2O in total at a distorted geometry, with properties calculated with ωB97M-V with the def2-TZVPD basis set.

Computed properties:
Lowest unoccupied orbital energy (spin up / spin down): 0.49 / -0.21 eV
Gap between HOMO and LUMO (spin up / spin down): 7.887 / 6.693 eV

Structure (ORCA input):
```
! wB97M-V def2-TZVPD RIJCOSX def2/J DEFGRID3
* xyz 0 1
C 0.57381 -0.33846 -1.72073
C -2.23791 -0.42973 -0.91638
C -1.94572 1.89960 -0.39400
C 1.10659 1.72280 -0.38535
C 2.97837 -1.39700 0.76437
C -1.21487 0.54818 -0.26479
C 0.65582 -1.45745 1.08438
C 0.26511 0.50104 -0.71504
N 0.96084 -1.13532 -2.48746
N -0.31881 -1.24520 1.99425
O 1.89575 -1.38865 1.65363
H -3.29082 -0.39112 -0.49526
H -1.80572 -1.37281 -0.80489
H -2.35188 -0.32780 -2.05454
H -2.93807 1.80283 0.06182
H -1.93423 2.35163 -1.45981
H -1.43938 2.53660 0.27938
H 1.93223 1.71326 -0.99499
H 0.45689 2.59277 -0.54110
H 1.31829 1.87141 0.72980
H 3.44623 -0.38822 0.69589
H 2.60094 -1.72378 -0.16719
H 3.74245 -2.15054 1.01016
H -1.35121 0.46198 0.81331
H 0.55690 -2.33964 0.40928
H -0.43763 -0.41195 2.46501
H -1.22396 -1.50443 1.44022
*
```


M for every record listed, in sequence, given in g/mol: 126.2, 140.2, 140.2, 156.2.
ΔE to the lowest compared entry with this formula, charge and spin for every record listed, in sequence, given in eV: 6.310, 0.569, 4.087, 4.886.
Electronic energy for every record listed, in sequence, given in eV: -10032.9650, -11533.8698, -11531.8980, -13578.6553.